{"formula": "C9H5N6O5", "method": "the ωB97M-V functional and the def2-TZVPD basis", "species": ["O", "O", "H", "O", "H", "O", "C", "N", "H", "H", "N", "N", "C", "C", "H", "N", "C", "C", "N", "C", "N", "O", "C", "C", "C"], "xyz": [[-2.345, 2.943, 0.152], [0.635, 2.285, 3.112], [0.904, -1.590, 1.951], [-0.455, -3.690, 1.660], [-2.514, -0.929, -0.194], [-2.991, 1.216, -1.039], [0.045, 0.283, 2.534], [-2.351, 1.724, -0.086], [0.322, -3.749, 6.170], [-2.101, -0.872, 4.200], [-0.284, -1.855, 3.603], [-1.258, -2.918, 1.068], [-0.060, -3.066, 5.431], [-1.820, -0.578, 0.568], [1.416, -3.170, 3.742], [-1.214, -2.335, 5.556], [-1.608, 0.800, 0.756], [0.532, -2.771, 4.210], [0.824, 0.902, 3.435], [-1.151, -1.518, 1.334], [-0.275, 2.488, 2.096], [-2.101, -3.333, 0.245], [-1.324, -1.584, 4.454], [-0.058, -1.193, 2.329], [-0.660, 1.224, 1.748]], "forces_ev_per_angstrom": [[0.230, -1.531, -0.126], [-0.125, -1.517, 0.316], [-0.312, 0.178, 0.213], [-1.173, 1.095, -1.020], [0.184, 0.192, 0.245], [0.626, 0.842, 1.067], [1.233, 1.306, 1.396], [-0.191, -0.384, -0.261], [-0.228, -0.012, 0.160], [0.126, -0.224, 0.186], [-0.103, 0.177, 0.901], [0.057, -0.698, -0.478], [0.234, 0.830, -1.681], [0.387, 0.092, 0.491], [-0.063, 0.102, -0.121], [-0.449, 0.832, -0.369], [-0.802, 0.050, -0.977], [-0.542, -0.149, 0.951], [-1.648, 0.869, -2.686], [0.334, -0.276, -0.181], [-0.125, -3.093, 0.211], [0.839, 0.482, 0.992], [1.015, -1.540, 0.687], [0.151, -0.571, -0.073], [0.345, 2.948, 0.158]], "lowdin_charge": [0.023, -0.128, 0.165, 0.003, 0.130, -0.017, -0.184, -0.354, 0.079, 0.131, -0.070, -0.339, -0.163, 0.076, 0.110, 0.029, -0.118, -0.081, 0.173, -0.123, 0.134, 0.005, -0.142, -0.167, -0.173], "total_charge": -1, "orbital_gap_ev": 7.206, "max_force_ev_per_a": 3.3, "smiles": "O=[N+]([O-])C1=CC(=[N+]([O-])[O-])[C@H](n2ccnc2)c2nonc21", "total_energy_ha": -1050.5252}

{"formula": "C42H98BeF3N3O15S12", "method": "the ωB97M-V functional and the def2-TZVPD basis", "species": ["H", "H", "H", "F", "C", "O", "C", "H", "H", "O", "H", "H", "H", "H", "H", "N", "H", "C", "H", "C", "H", "H", "H", "H", "H", "H", "C", "C", "H", "H", "C", "C", "H", "H", "S", "O", "H", "Be", "H", "H", "C", "H", "S", "C", "H", "C", "H", "S", "S", "H", "H", "H", "C", "H", "H", "H", "H", "H", "H", "H", "H", "H", "H", "C", "H", "H", "C", "H", "C", "H", "C", "H", "H", "H", "C", "H", "C", "N", "C", "H", "O", "C", "H", "O", "H", "S", "F", "H", "O", "C", "C", "C", "H", "O", "C", "H", "F", "S", "C", "C", "C", "C", "H", "C", "O", "S", "H", "C", "H", "H", "H", "H", "H", "H", "C", "H", "H", "H", "H", "H", "C", "H", "H", "C", "H", "H", "C", "H", "C", "S", "H", "H", "H", "N", "H", "H", "H", "H", "O", "C", "S", "H", "H", "H", "H", "S", "O", "O", "O", "S", "H", "C", "H", "H", "H", "H", "O", "H", "O", "H", "O", "H", "S", "H", "C", "C", "H", "H", "H", "H", "C", "C", "C", "H"], "xyz": [[-0.650, 3.458, -0.289], [-4.339, 1.868, -4.376], [-4.964, 1.231, -5.972], [5.573, -3.091, 4.138], [4.090, 0.876, -1.283], [2.177, -2.923, 2.529], [6.269, 0.841, 2.443], [-0.928, 2.647, 5.608], [-4.903, 3.669, -1.227], [3.271, 1.769, 2.135], [-6.349, 4.204, -0.399], [6.921, -2.736, -0.372], [5.720, 1.907, -2.542], [1.792, -5.182, 5.061], [-5.147, -1.773, 0.969], [2.819, 1.125, -1.217], [5.882, 1.830, 2.688], [4.715, -1.072, 5.177], [0.052, 3.950, 6.234], [-4.179, 0.423, -0.758], [-0.220, 1.529, 1.260], [-4.108, 0.231, -4.934], [4.944, -0.409, 6.012], [4.002, 5.203, 2.528], [1.857, 3.412, 0.095], [2.793, 1.150, 6.460], [3.704, 2.668, -2.598], [5.568, -2.373, 5.296], [-1.214, -7.621, -1.871], [2.903, -2.927, -0.724], [0.860, -2.991, -3.608], [-0.836, -5.877, 0.315], [0.215, 6.435, -5.265], [-1.732, 1.609, 3.344], [-5.623, 5.788, -2.114], [3.933, -1.189, 1.106], [6.329, -1.197, -0.703], [2.431, -0.360, 2.821], [-3.583, 5.099, -3.174], [-3.266, 0.045, -1.194], [2.554, 2.155, -2.101], [-2.268, -4.432, -4.252], [1.919, -2.376, -4.963], [6.283, -0.039, 3.634], [-2.553, -1.461, -7.772], [0.815, 5.541, -5.096], [2.663, -3.812, 5.095], [4.728, -2.432, 0.731], [3.732, 3.031, 1.416], [6.862, -0.921, 3.363], [2.733, -5.411, 0.954], [-0.880, -0.945, 0.555], [6.399, -1.913, 0.116], [1.871, 5.713, -5.303], [-0.855, 0.883, -1.067], [1.809, 2.402, 7.115], [7.059, -1.670, 0.949], [3.468, -5.357, 4.496], [4.141, -1.934, -1.603], [1.501, 2.261, -2.319], [-3.574, 6.944, -2.880], [-4.806, 4.957, 0.002], [-3.674, -3.195, -4.195], [0.012, -0.831, -0.060], [1.435, 3.883, 1.744], [-5.160, 2.389, 1.686], [4.279, 4.182, 2.791], [-5.035, -3.548, 0.896], [-1.784, 2.289, 2.506], [-0.719, 2.320, -4.656], [-1.855, -0.692, 5.399], [-8.024, -4.825, 0.910], [-5.976, -0.212, -1.815], [2.093, 0.656, -0.694], [0.695, 6.539, -2.498], [1.625, 7.089, -2.635], [-0.105, 3.318, 5.360], [-4.050, 1.232, 0.340], [-5.245, 1.696, 0.861], [-2.430, -0.538, 2.462], [-0.002, -0.911, 3.647], [-2.127, 4.075, 1.173], [2.423, 4.940, 0.708], [-6.192, 5.043, -3.342], [-0.019, -2.350, -3.550], [-1.820, -2.992, -5.901], [6.806, -2.059, 5.600], [4.534, 0.176, -0.591], [-0.943, 4.622, -3.415], [-5.687, -2.690, 0.733], [-5.401, 4.546, -0.814], [-0.477, -0.105, -1.332], [6.838, 0.495, 4.406], [1.177, 1.528, 3.650], [-4.136, 1.269, -5.264], [-3.147, 1.514, 0.694], [5.149, -3.278, 6.166], [-1.149, -1.821, 4.117], [2.589, -4.712, 4.485], [-1.723, 1.987, -4.393], [-6.170, 1.210, -0.017], [1.813, 1.617, 6.358], [-1.649, 0.991, -3.957], [4.702, 1.788, -2.200], [-1.910, 0.668, -6.762], [1.403, 2.562, 4.750], [-1.794, -6.352, 0.526], [-3.827, 5.944, -2.530], [-3.447, -1.873, 3.106], [0.374, 4.836, -5.801], [-1.019, -0.411, 6.039], [4.350, -3.687, -1.426], [1.312, -2.926, -2.618], [3.950, 3.998, 3.814], [-0.496, -6.838, -2.118], [-2.658, -1.171, 5.959], [2.736, -6.587, 2.307], [2.201, -0.706, -3.110], [-2.507, 4.961, 0.686], [-0.185, -6.752, 0.336], [-1.174, 3.261, 0.635], [3.948, -5.292, 2.062], [0.515, -3.992, -3.868], [-7.547, -4.591, 1.862], [0.284, -0.091, -2.112], [5.693, 0.523, 1.574], [-2.955, -2.280, -7.176], [1.477, 0.052, -4.594], [-3.024, -3.848, -4.777], [0.533, 4.915, -3.449], [-2.300, 2.688, -3.789], [-8.215, -4.878, 2.673], [1.114, 0.826, 6.629], [-0.953, 2.200, 1.443], [5.364, 4.157, 2.886], [3.849, 3.469, -3.308], [-3.826, -1.872, -6.663], [-1.373, -0.670, -1.589], [-6.130, -2.842, 3.347], [-2.434, -1.552, 2.861], [1.803, -4.398, 2.886], [0.362, -1.828, -0.329], [-0.477, -5.249, 1.130], [-3.283, -3.068, -7.854], [3.212, -0.421, -4.457], [-0.836, -5.220, -1.421], [4.943, -0.329, 3.967], [-1.003, -4.094, -6.565], [-2.245, -4.940, -1.819], [-2.615, 1.806, -5.989], [0.546, -7.117, -1.966], [-2.418, 3.531, 2.371], [-0.483, -6.811, -3.208], [-7.246, 1.264, -0.087], [-3.639, -4.485, -5.414], [0.650, 6.302, -1.435], [3.267, -1.159, 5.169], [-2.275, 0.228, 4.992], [1.092, -0.198, 0.633], [-6.099, -2.789, -0.271], [3.244, -3.032, -4.607], [-0.443, 3.940, 4.531], [-6.961, -2.792, 2.047], [-6.655, -5.210, 1.958], [3.961, -2.787, -0.950], [2.184, -0.677, -4.200], [7.309, 0.937, 2.131], [-3.077, 4.009, 3.081], [-2.212, -2.234, 2.041], [-3.322, 5.887, -1.566], [2.225, 3.906, 0.994], [-5.540, 0.325, -0.985], [2.889, -5.546, 2.024], [-0.032, 7.334, -2.667]], "forces_ev_per_angstrom": [[0.128, -0.519, -0.029], [-0.253, 0.249, -0.294], [0.108, 0.728, -0.120], [0.326, 0.564, -0.525], [4.264, 0.086, -0.556], [-0.557, -2.797, -0.011], [0.377, 1.131, -0.965], [0.223, -0.386, -0.112], [0.110, 0.053, -0.119], [0.588, 0.384, -0.736], [-0.139, 0.298, -0.287], [-0.462, -0.654, 0.127], [0.153, -0.399, 0.498], [-0.026, -0.742, -0.005], [-0.213, 0.069, -0.430], [-1.705, 1.823, -1.965], [0.149, 0.035, 0.114], [-4.763, 1.259, -0.682], [0.586, -0.057, -0.117], [-0.772, 0.629, 1.008], [0.437, -0.871, 0.185], [0.642, -0.159, 0.205], [0.759, -0.151, 0.393], [-0.029, -0.037, -0.146], [0.002, -0.130, 0.035], [0.113, 0.114, -1.067], [-0.031, -0.198, -1.294], [-1.708, -0.276, -1.635], [0.046, 0.208, 0.536], [0.029, 0.218, 0.025], [-0.987, 0.553, -0.509], [0.285, -0.976, -0.081], [0.183, 0.244, 0.295], [0.085, 0.032, -0.230], [0.017, -1.267, -2.160], [0.667, -0.164, 0.455], [-0.135, 0.560, 0.544], [-0.237, -0.256, -0.407], [0.098, 0.333, -0.035], [-0.358, -0.174, -0.195], [-2.493, -0.346, 1.219], [-0.695, -0.045, 0.603], [1.600, 0.318, 2.799], [-0.096, -0.091, -0.648], [0.595, -0.158, 0.430], [-0.341, 0.437, -0.570], [0.647, 0.581, -0.724], [-0.811, 0.629, -1.209], [-0.632, -0.587, 2.282], [-0.082, -0.443, 0.283], [-0.657, -0.269, -0.149], [-0.183, -0.134, 0.451], [-0.168, -0.560, -0.314], [-0.059, -0.048, 0.052], [0.341, 0.332, -0.158], [-0.291, 0.119, 0.092], [-0.400, 0.571, 0.013], [-0.006, 0.403, -0.256], [-0.158, 0.038, 0.156], [0.041, 0.752, -0.065], [-0.337, -0.264, -0.626], [0.029, 0.110, -0.060], [0.524, 0.076, 0.176], [1.624, 0.718, 0.856], [0.334, -0.222, 0.314], [-0.559, -0.118, -0.069], [0.539, 0.255, -0.316], [0.153, 0.025, 0.090], [0.133, 1.338, 0.852], [-0.231, 0.236, 0.203], [-0.289, -0.503, 0.115], [-0.012, 0.389, -0.082], [-0.281, 0.102, 0.205], [-0.397, -0.823, 1.160], [0.541, 0.002, 0.178], [0.495, -0.601, -0.302], [-1.007, -0.066, -0.507], [1.024, 0.136, 0.558], [1.417, -0.505, -1.518], [0.221, 0.066, 0.371], [-0.746, -1.436, 0.180], [1.012, 1.019, -2.031], [0.307, 0.022, 0.084], [0.534, 1.060, 1.883], [-0.224, 0.041, -0.169], [0.120, 0.113, -0.920], [1.355, 0.185, 0.311], [0.005, 0.005, -0.248], [0.784, 0.085, 0.198], [-0.341, -1.070, 0.725], [0.058, -0.214, 0.017], [-0.028, -0.516, 1.142], [-0.155, -0.143, 0.547], [-0.465, 0.724, 1.167], [-0.827, -1.237, 0.347], [-0.077, 0.015, 0.138], [-0.517, 0.158, 1.300], [0.596, 3.149, -0.381], [-1.382, -0.277, 1.170], [-0.402, -0.633, -1.000], [-1.372, -1.753, -1.052], [-0.071, 0.771, -0.052], [-0.147, -0.022, 0.139], [0.336, -0.914, 1.671], [-1.324, 1.440, 1.320], [1.645, -2.396, 0.889], [-0.381, 0.596, -0.081], [-0.605, 0.217, 1.352], [-0.065, 0.195, 0.806], [0.349, -0.432, 0.173], [-0.016, -0.315, 0.020], [0.170, -0.028, 0.172], [0.570, -0.164, -0.328], [-0.745, -0.583, -0.374], [0.786, -0.421, -1.217], [0.138, -0.186, 0.127], [-0.253, 0.168, 0.151], [-0.407, -0.304, -0.025], [0.057, 0.046, 0.285], [0.429, 0.102, -0.237], [0.650, 0.317, -1.550], [0.025, 0.210, 0.877], [0.255, -0.034, 0.038], [0.772, 0.491, -0.221], [-0.263, 0.153, -0.133], [-0.087, -0.463, 0.306], [-0.315, -0.381, 0.197], [0.000, -0.015, 0.087], [0.713, 0.022, -1.683], [-1.108, 1.564, 0.728], [0.473, -0.011, 0.041], [-0.002, 0.578, 0.063], [-0.379, 0.238, -0.465], [-0.037, 0.107, -0.827], [0.097, -0.138, -0.449], [-0.291, -0.031, -0.008], [-0.020, -0.055, 0.173], [0.093, -0.167, -0.779], [-1.062, 0.192, -1.809], [-0.264, -0.910, -0.648], [1.671, 2.875, 0.375], [-0.242, -0.531, -0.253], [-0.391, 0.550, -0.396], [0.071, -0.254, 0.182], [-0.111, 0.026, -0.441], [-0.397, -0.784, 0.686], [0.920, -0.811, 0.543], [-1.069, 0.903, 0.760], [0.173, 0.272, 0.296], [1.884, -0.836, -0.810], [-0.027, -0.149, 0.780], [-1.883, -1.446, 3.041], [-0.503, 0.658, -0.181], [-0.018, 0.514, 0.657], [0.052, -0.193, 0.081], [-0.085, -0.333, -0.050], [2.431, -0.538, -0.851], [0.177, -0.186, -0.537], [-0.538, 0.770, -0.117], [-0.072, 0.525, 0.094], [-0.676, 0.121, -0.896], [-0.083, 0.088, 0.024], [0.771, -1.285, 1.581], [0.141, 0.130, -0.004], [0.621, -0.145, 0.830], [0.036, -0.516, -0.532], [0.120, 0.302, -0.187], [-0.190, -0.388, 0.207], [0.495, 0.082, -0.145], [0.281, -0.356, -0.043], [-0.459, 0.134, -0.622], [0.957, 1.127, 0.262], [0.612, 0.386, -1.488], [-0.694, -0.660, -0.573]], "lowdin_charge": [0.109, 0.049, 0.056, 0.107, -0.178, -0.592, -0.088, 0.055, 0.051, -0.575, 0.049, 0.053, 0.085, 0.040, 0.026, 0.048, 0.046, -0.358, 0.060, -0.122, 0.112, 0.048, 0.140, 0.042, 0.019, 0.035, -0.135, -0.590, 0.068, 0.037, -0.300, -0.239, 0.059, 0.088, 0.847, -0.587, 0.051, 0.913, 0.042, 0.085, -0.193, 0.006, 0.876, -0.282, 0.029, -0.265, 0.048, 0.894, 0.915, 0.107, 0.038, 0.066, -0.229, 0.058, 0.051, 0.036, 0.041, 0.060, 0.040, 0.085, 0.047, 0.035, 0.053, -0.391, 0.053, 0.108, -0.225, 0.048, -0.142, 0.032, -0.230, 0.042, 0.088, 0.085, -0.226, 0.045, -0.270, 0.012, -0.121, 0.038, -0.601, -0.130, 0.056, -0.593, 0.027, 0.798, 0.161, 0.069, -0.576, -0.258, -0.287, -0.094, 0.129, -0.577, -0.287, 0.089, 0.153, 0.904, -0.248, -0.252, -0.126, -0.192, 0.048, -0.089, -0.580, 0.900, 0.058, -0.244, 0.044, 0.054, 0.037, 0.058, 0.031, 0.037, -0.279, 0.051, 0.064, 0.020, 0.090, 0.034, -0.158, 0.050, 0.027, -0.235, 0.042, 0.049, -0.253, 0.043, -0.231, 0.838, 0.031, 0.042, 0.049, 0.065, 0.035, 0.091, 0.034, 0.052, -0.605, -0.258, 0.878, 0.082, 0.016, 0.051, 0.048, 0.818, -0.123, -0.571, -0.559, 0.853, 0.055, -0.146, 0.052, 0.092, 0.051, 0.028, -0.235, 0.037, -0.350, 0.054, -0.600, 0.036, 0.842, 0.041, -0.195, -0.232, 0.089, 0.101, 0.040, 0.022, -0.254, -0.110, -0.282, 0.052], "orbital_gap_ev": 7.640, "max_force_ev_per_a": 5.0, "total_energy_ha": -8043.9205}